Molecular formula: C21H28N2O5
Method: DFT, the ωB97M-V functional and the def2-TZVPD basis

XYZ file:
```
56
Properties=species:S:1:pos:R:3:forces:R:3:nbo_charge:R:1
C -2.913889 -1.748077 -2.399439 0.0 -0.1 0.0 -0.64
C -1.644321 -1.869838 -1.617698 0.4 0.0 0.1 0.04
C -1.566533 -1.358919 -0.324911 -0.1 0.1 0.2 -0.30
C -0.410660 -1.460010 0.431125 0.1 -0.2 -0.4 0.34
O -0.245016 -0.848469 1.635389 0.2 0.0 -0.2 -0.51
C -1.364561 -0.436631 2.410163 -0.6 -0.2 0.4 0.01
C -2.201651 -1.617637 2.893372 0.2 0.2 -0.1 -0.64
C -2.245976 0.629547 1.728779 0.5 0.2 0.1 0.65
O -3.452095 0.650346 1.880708 -0.3 -0.2 0.1 -0.64
N -1.571241 1.537989 1.007461 0.2 0.0 0.0 -0.63
C -2.256824 2.514428 0.192109 -0.2 0.0 -0.2 -0.23
C -1.746590 2.478494 -1.248256 0.2 0.3 0.2 -0.41
C -0.390467 3.172096 -1.380581 -0.3 -0.2 -0.1 -0.21
N 0.632842 2.529607 -0.563729 0.2 0.1 0.0 -0.47
C 1.643268 3.472049 -0.102463 0.2 -0.2 0.2 -0.25
C 2.631911 2.746708 0.809612 -0.1 0.4 0.0 -0.07
O 3.258279 1.681592 0.138896 0.2 0.0 -0.1 -0.52
C 2.295565 0.767592 -0.327036 -0.2 -0.1 -0.3 -0.07
C 1.288279 1.433079 -1.263851 0.2 -0.2 0.2 -0.26
C 0.706150 -2.170047 -0.078722 -0.3 0.0 -0.3 -0.17
C 1.910112 -2.491213 0.655572 0.5 -0.3 -0.2 0.09
C 2.052664 -2.201378 2.113230 0.2 0.0 0.1 -0.63
C 2.912867 -3.122193 0.000735 -0.3 0.2 0.4 -0.35
C 2.845359 -3.493954 -1.392798 0.5 -0.3 -0.2 0.74
O 3.729592 -4.007888 -2.031591 -0.4 0.2 0.2 -0.56
O 1.651427 -3.251350 -2.022727 0.0 -0.1 -0.2 -0.46
C 0.623096 -2.633589 -1.405263 -0.6 0.4 0.4 0.35
C -0.532816 -2.480951 -2.163931 0.2 0.0 0.0 -0.29
H -3.467142 -2.685750 -2.348637 -0.1 0.0 0.0 0.23
H -3.547003 -0.960562 -1.998567 -0.1 0.1 0.0 0.22
H -2.704194 -1.542950 -3.446516 0.0 0.0 -0.1 0.22
H -2.436042 -0.866490 0.077579 -0.1 0.0 0.0 0.22
H -0.898922 0.053142 3.276621 -0.1 -0.1 -0.2 0.22
H -3.077954 -1.238237 3.410275 0.0 0.0 0.0 0.25
H -1.621247 -2.241012 3.568665 0.1 0.0 0.0 0.21
H -2.531131 -2.221917 2.051726 -0.1 0.0 0.0 0.22
H -0.568101 1.495496 0.867777 0.0 -0.1 0.1 0.43
H -3.321715 2.271761 0.239172 0.1 0.1 0.0 0.24
H -2.111494 3.515215 0.613226 -0.1 0.0 0.0 0.19
H -1.677655 1.441511 -1.580737 -0.1 -0.1 -0.1 0.21
H -2.459010 2.994267 -1.893308 0.0 0.0 -0.1 0.22
H -0.500447 4.203965 -1.036892 0.0 0.0 0.0 0.20
H -0.091010 3.204763 -2.440137 0.1 0.1 0.1 0.18
H 1.153172 4.271012 0.458208 0.0 0.0 0.0 0.20
H 2.196168 3.915875 -0.947418 0.0 0.0 0.0 0.17
H 3.426987 3.421965 1.129165 -0.1 0.0 0.0 0.20
H 2.096479 2.368460 1.695247 0.0 0.1 0.0 0.16
H 2.842678 -0.020445 -0.846102 -0.1 0.0 0.0 0.20
H 1.754735 0.338270 0.528116 0.0 0.0 0.0 0.16
H 0.540067 0.698074 -1.568822 0.0 -0.1 0.0 0.21
H 1.815081 1.795145 -2.163533 -0.1 0.0 0.0 0.18
H 1.193879 -2.581857 2.661393 0.0 0.0 0.1 0.23
H 2.957126 -2.665854 2.497694 0.0 0.0 0.0 0.22
H 2.108290 -1.129786 2.290528 0.0 0.0 0.1 0.24
H 3.827557 -3.393838 0.503431 0.1 0.0 0.0 0.23
H -0.537926 -2.861607 -3.172307 0.0 -0.1 -0.2 0.23
```
Forces are in eV/Å.

As for the max |F|: 0.87 eV Å⁻¹. As for the total energy: -1302.75476 Ha. As for the structure (SMILES): Cc1cc(O[C@H](C)C(=O)NCCCN2CCOCC2)c2c(C)cc(=O)oc2c1. Its energy above the lowest of the compared OMol25 structures with the same formula, charge and spin is 28.8 kcal/mol.

Molecular formula: C21H28N4OS5Sb2Zn
Method: DFT, the ωB97M-V functional and the def2-TZVPD basis

XYZ file:
```
62
Properties=species:S:1:pos:R:3:forces:R:3:nbo_charge:R:1
Zn 0.546085 1.976885 -0.740265 0.1 0.3 0.2 1.46
S 5.203685 3.505185 -2.192165 0.1 -0.1 -0.1 -0.96
Sb 4.067885 1.711285 -1.334765 0.1 0.4 0.2 0.81
S 1.967085 1.623185 -2.528865 -0.1 0.1 0.4 -1.08
S 1.519585 3.631585 0.744735 -1.3 0.3 -0.4 -0.66
S 3.201985 2.608585 1.060135 1.3 -0.2 -0.5 -0.41
C -6.430015 4.643385 2.828535 0.1 0.3 0.4 -0.73
C -6.143315 5.415785 1.578435 0.2 0.3 -0.4 0.48
O -5.640015 6.504385 1.503735 -0.3 -0.5 0.3 -0.51
S -6.644915 4.493085 0.076235 0.1 0.0 -0.3 0.10
C -5.074415 3.674585 -0.179865 -0.3 0.2 0.1 -0.20
C -4.012615 4.355585 -0.764665 -0.2 0.1 0.0 -0.21
C -2.834115 3.695185 -1.030565 0.4 -0.3 -0.1 -0.18
C -2.695515 2.325985 -0.754265 -1.0 0.3 0.4 -0.07
C -3.762415 1.680785 -0.097265 0.3 0.0 -0.2 -0.15
C -4.932615 2.343885 0.189735 -0.2 0.1 -0.1 -0.25
C -1.501015 1.580585 -1.030265 1.2 -0.2 -0.3 -0.39
C -1.529215 0.350485 -1.500765 -0.2 0.8 0.3 -0.24
H -6.185015 5.236685 3.706535 0.1 0.0 0.1 0.22
H -5.835715 3.730785 2.828235 0.0 -0.1 -0.1 0.25
H -7.481215 4.359785 2.847935 0.0 0.0 -0.1 0.23
H -4.120015 5.404185 -1.001565 0.0 0.1 0.0 0.22
H -2.006115 4.226185 -1.482365 0.1 0.0 0.0 0.23
H -3.649615 0.638585 0.174035 0.0 0.0 0.0 0.21
H -5.755215 1.828585 0.668135 0.0 0.0 0.0 0.21
N 3.704585 -0.043815 2.961535 0.3 -0.1 -0.1 -0.81
C 2.383185 0.167685 2.638735 -0.6 -0.4 0.8 0.36
C 2.006185 0.314785 1.282335 -0.5 -0.1 -0.4 0.00
N 0.744585 0.557685 0.936635 0.7 -0.1 0.1 -0.59
C -0.146915 0.629985 1.946335 -0.3 -0.1 0.4 -0.04
C 0.214785 0.388085 3.241635 -0.4 0.2 -0.2 -0.07
N 1.496485 0.181585 3.611835 0.7 -0.1 -0.3 -0.48
H 4.352285 0.353285 2.291535 -0.1 0.1 0.1 0.39
H 3.914085 0.217685 3.914735 0.0 0.0 -0.1 0.38
H 2.684585 0.033385 0.491435 0.2 0.0 0.0 0.22
H -1.163715 0.857485 1.660135 -0.1 0.0 0.1 0.19
H -0.509415 0.364285 4.046335 -0.1 0.1 -0.1 0.18
N -1.000215 -2.019015 -2.132065 0.2 -0.2 -0.3 -0.72
C -1.223415 -0.822215 -1.849865 -0.5 -1.1 -0.2 0.31
H -1.800815 -2.557615 -2.472965 -0.1 0.3 0.2 0.35
C 1.992885 -3.757415 -3.942565 0.0 0.0 -0.1 -0.62
C 1.590985 -3.991415 -2.502665 0.1 0.2 0.4 -0.76
Sb 1.848785 -2.140115 -1.336365 0.7 -0.5 0.4 1.13
C 1.336285 -3.029615 0.628135 0.0 0.3 -0.4 -0.76
C 1.090885 -4.523515 0.663135 0.0 0.0 0.1 -0.61
C 4.047585 -2.412115 -0.995565 -0.5 0.0 -0.2 -0.77
C 4.567885 -3.834615 -0.924165 0.0 0.1 0.0 -0.62
H 1.810985 -4.639315 -4.562065 0.0 0.0 -0.1 0.18
H 3.050185 -3.508315 -4.016165 0.1 0.1 -0.1 0.20
H 1.425585 -2.926915 -4.356265 0.0 0.1 -0.2 0.21
H 2.158085 -4.813415 -2.070665 0.1 -0.1 0.1 0.19
H 0.534785 -4.246215 -2.450965 -0.1 0.0 0.1 0.21
H 0.441985 -2.504115 0.961835 0.0 0.1 0.1 0.21
H 2.146185 -2.763415 1.308935 0.0 0.1 0.0 0.21
H 0.267685 -4.791915 0.005535 -0.1 -0.1 -0.1 0.20
H 0.835385 -4.844515 1.676635 0.0 -0.1 0.0 0.19
H 1.972985 -5.077515 0.348335 0.0 -0.1 -0.1 0.19
H 4.276685 -1.896115 -0.059465 -0.1 0.2 -0.1 0.21
H 4.554385 -1.871615 -1.798665 0.0 0.1 0.1 0.21
H 4.093485 -4.382615 -0.112065 0.0 -0.2 0.1 0.19
H 5.646585 -3.844315 -0.748665 0.1 -0.1 0.0 0.19
H 4.380185 -4.369415 -1.853365 0.0 -0.1 -0.1 0.19
```
Forces are in eV/Å.

As for the net charge: -2. As for the max |F|: 1.43 eV Å⁻¹. As for the total energy: -5362.07995 Ha. Its energy above the lowest of the compared OMol25 structures with the same formula, charge and spin is 42.5 kcal/mol.

Molecular formula: C21H29BCl3N2OP
Method: DFT, the ωB97M-V functional and the def2-TZVPD basis

XYZ file:
```
58
Properties=species:S:1:pos:R:3:forces:R:3:nbo_charge:R:1
Cl 0.361098 -1.002284 -3.061676 0.2 -0.5 -0.2 -0.27
B 0.472966 0.800195 -2.832728 -0.1 0.9 0.6 0.52
Cl 1.193602 1.747392 -4.247849 0.0 -0.2 0.0 -0.27
Cl -1.468477 1.423108 -2.777482 0.4 -0.2 0.0 -0.42
O 1.168229 1.096599 -1.592542 -0.8 -0.3 -0.5 -0.75
C 0.708316 2.204379 -0.884420 -0.6 0.9 -0.2 -0.08
C 1.675508 3.316652 -0.614070 -0.6 -0.8 0.4 -0.03
C 1.147463 4.588750 -0.809450 0.4 -0.5 -0.3 -0.21
C 1.994190 5.659454 -0.706529 0.3 0.7 0.0 -0.20
C 3.320622 5.460426 -0.312441 -0.2 0.2 -0.1 -0.25
C 3.777971 4.188985 0.038140 -0.2 0.3 0.1 -0.15
C 2.942129 3.089957 -0.071347 -0.4 0.3 -0.8 -0.23
H -0.196339 2.660782 -1.302715 0.5 -0.1 -0.5 0.21
H 0.102774 4.689252 -1.115547 0.4 0.1 -0.1 0.22
H 1.604946 6.637555 -0.996572 0.4 -0.1 0.3 0.21
H 3.986795 6.317385 -0.313425 0.0 -0.2 0.2 0.21
H 4.782681 4.053449 0.389820 0.4 0.1 0.1 0.20
H 3.266713 2.069085 0.156389 0.0 0.5 -0.2 0.21
C -3.418994 -1.294624 -2.025735 0.2 0.3 -0.9 -0.65
C -3.268889 -1.142914 -0.533083 -0.7 0.4 -0.3 0.11
C -3.826324 0.221937 -0.136868 -0.5 0.3 0.3 -0.63
C -4.033312 -2.232071 0.180539 -0.3 -0.3 0.0 -0.61
N -1.844204 -1.170767 -0.135879 -0.4 -1.7 2.5 -0.64
P -1.469281 -0.523649 1.392007 2.5 0.8 -2.9 1.26
H 0.285233 1.918908 0.046377 -0.1 -1.0 1.5 0.14
N 0.167275 -0.988983 1.129790 -2.0 -1.2 1.3 -0.62
C 1.210290 -0.681204 2.129090 0.5 0.0 0.5 0.11
C 1.313638 -1.803330 3.159467 0.1 -0.4 0.4 -0.62
C 0.835951 0.609142 2.849777 0.2 0.2 0.2 -0.63
C 2.544040 -0.491994 1.434657 0.8 0.4 -0.6 -0.63
C 0.185738 -2.174026 0.348980 0.1 0.6 -0.2 0.08
C -1.028344 -2.315931 -0.350279 0.5 0.5 -0.2 0.22
C -1.302400 -3.484842 -1.054357 0.4 -0.3 -0.4 -0.23
C -0.294722 -4.466823 -1.141805 -0.7 0.9 0.2 -0.19
C 0.923825 -4.298598 -0.475870 -0.2 0.6 0.2 -0.21
C 1.170877 -3.151785 0.298254 0.3 -0.8 -0.6 -0.17
H -3.171477 -2.293919 -2.393444 -0.1 0.3 0.0 0.21
H -4.451888 -1.065794 -2.331982 0.3 -0.1 0.2 0.22
H -2.751843 -0.564252 -2.499317 -0.2 -0.3 -0.2 0.28
H -3.713904 0.406802 0.950276 -0.2 0.0 -0.4 0.20
H -3.354624 1.036248 -0.692464 0.2 -0.1 0.1 0.26
H -4.907597 0.260895 -0.356224 0.5 -0.1 0.1 0.23
H -3.879034 -2.150824 1.256396 -0.2 -0.1 0.2 0.20
H -5.099464 -2.104726 -0.052645 0.3 -0.2 0.2 0.23
H -3.702819 -3.219736 -0.153343 -0.2 0.1 0.2 0.22
H 1.697147 -2.737640 2.735376 -0.2 0.3 0.2 0.22
H 2.000229 -1.509002 3.966790 -0.2 0.0 -0.3 0.23
H 0.334532 -2.013086 3.602880 0.1 0.0 0.0 0.21
H 0.819124 1.466439 2.174502 -0.1 -0.1 -0.1 0.24
H -0.140068 0.517328 3.336072 0.1 0.1 0.1 0.21
H 1.585293 0.829778 3.628678 -0.3 -0.2 -0.3 0.24
H 2.443234 0.171612 0.569176 -0.1 -0.1 0.1 0.25
H 3.287981 -0.043088 2.110400 -0.4 -0.1 0.0 0.23
H 2.988565 -1.420564 1.070766 -0.1 0.2 0.1 0.21
H -2.281008 -3.613578 -1.522843 0.8 -0.2 0.1 0.23
H -0.493935 -5.342458 -1.747658 0.1 0.0 0.2 0.23
H 1.676825 -5.077444 -0.543811 -0.1 0.2 0.0 0.23
H 2.123149 -3.062558 0.831802 -0.7 -0.1 -0.4 0.22
```
Forces are in eV/Å.

As for the max |F|: 3.94 eV Å⁻¹. As for the total energy: -2749.26012 Ha.